1.
Here is one molecule with the formula C9H9N3O2S in a non-equilibrium geometry from the OMol25 dataset. Energies are from ωB97M-V with the def2-TZVPD basis set.

Results
total charge	0
largest force on an atom	0.091	Eh/bohr
SMILES string	O=C(O)[C@@]1(S)NN=CN1c1ccccc1
energy	-28877.423	eV
gap between HOMO and LUMO	9.23	eV
LUMO level	0.613	eV
relative energy (zero: lowest compared OMol25 entry of this formula, charge and spin)	159.4	kJ/mol
E_HOMO	-8.62	eV

Positions of all 24 atoms, in Å:
O  -2.0110  -2.1924  -0.3025
C  -1.8090  -1.3940  -1.1433
O  -2.6888  -0.8837  -2.0178
C  -0.3928  -0.8614  -1.5185
S  1.0570  -2.1271  -1.2710
N  -0.3014  -0.4292  -2.9128
N  0.3930  0.7925  -2.9348
C  0.5395  1.1711  -1.7721
N  -0.0251  0.3731  -0.7350
C  0.2861  0.5353  0.6284
C  -0.7566  0.6533  1.4502
C  -0.4973  0.8564  2.8343
C  0.8018  0.7957  3.3193
C  1.8452  0.6790  2.3947
C  1.5680  0.5405  1.0708
H  -2.2306  -0.3025  -2.7341
H  0.1706  -3.1820  -1.2979
H  -0.0081  -1.1829  -3.5020
H  1.0110  2.1651  -1.5609
H  -1.8288  0.8107  1.1085
H  -1.2852  0.9779  3.5072
H  0.7468  0.8854  4.3252
H  2.9220  0.7676  2.6933
H  2.4938  0.5516  0.3707

=====

2.
Here is a 2-piece molecular cluster, C9H9N5O5 overall in a non-equilibrium geometry from the OMol25 dataset. Energies are from ωB97M-V with the def2-TZVPD basis set.

Results
total charge	0
largest force on an atom	0.065	Eh/bohr
SMILES string	O=[N+]([O-])c1cc([N+](=O)[O-])c2nonc2c1.C=CCN
energy	-27156.376	eV
gap between HOMO and LUMO	6.59	eV
LUMO level	-2.992	eV
relative energy (zero: lowest compared OMol25 entry of this formula, charge and spin)	100.8	kJ/mol
E_HOMO	-9.58	eV

Positions of all 28 atoms, in Å:
O  1.5068  2.7873  2.5417
N  0.7265  1.8300  2.3554
O  0.5333  0.9347  3.2111
C  0.0082  1.7711  1.1055
C  0.3021  2.7266  0.1056
C  -0.4308  2.7476  -1.0845
N  -0.0468  3.6324  -2.1641
O  -0.6785  3.6489  -3.2365
O  0.9547  4.3565  -1.9610
C  -1.5398  1.8209  -1.2243
N  -2.4642  1.7263  -2.2131
O  -3.3111  0.7337  -1.7988
N  -2.9468  0.1633  -0.5292
C  -1.8238  0.8674  -0.2071
C  -1.0087  0.7935  0.9538
H  1.0885  3.4580  0.2718
H  -1.3294  0.1493  1.7767
C  1.2263  -4.7065  -0.6606
C  1.6077  -3.6917  0.1227
C  0.9399  -2.3339  0.0827
N  0.0015  -2.0892  1.1680
H  1.7702  -5.6480  -0.6828
H  0.3510  -4.6108  -1.3032
H  2.4158  -3.7785  0.8543
H  1.7057  -1.5358  0.0872
H  0.3482  -2.3013  -0.8417
H  0.4056  -2.3210  2.0724
H  -0.3119  -1.1306  1.1982

=====

3.
Here is C9H9NO as an isolated structure in a non-equilibrium geometry from the OMol25 dataset. Energies are from ωB97M-V with the def2-TZVPD basis set.

Results
total charge	0
largest force on an atom	0.227	Eh/bohr
energy	-13011.094	eV
gap between HOMO and LUMO	9.02	eV
LUMO level	0.822	eV
relative energy (zero: lowest compared OMol25 entry of this formula, charge and spin)	587.7	kJ/mol
E_HOMO	-8.20	eV

Positions of all 20 atoms, in Å:
C  -1.5725  -1.9443  -1.2818
C  0.2058  -0.9983  -0.4158
C  0.9264  -1.6395  0.4866
C  1.5259  -1.0218  1.5660
C  1.3122  0.2269  1.6834
C  0.5130  1.0047  0.7532
C  -0.7618  2.4418  -0.4488
C  -1.1987  1.1537  -0.7944
C  -0.2970  0.3045  -0.1472
H  -2.2383  -1.0600  -1.5044
H  -1.8696  -2.0842  0.0967
H  -1.8622  -2.8841  -2.0166
H  1.1129  -2.6415  0.1711
H  1.9507  -1.7784  2.1495
H  1.9307  1.1671  2.1254
H  0.2918  3.2172  1.2726
H  -0.8514  3.6046  -0.6494
H  -1.8435  0.8415  -1.4308
N  0.2705  2.3798  0.4955
O  -0.3042  -1.5259  -1.5110

=====

4.
Here is C9H9NO4Sc as an isolated structure in a non-equilibrium geometry from the OMol25 dataset. Energies are from ωB97M-V with the def2-TZVPD basis set.

Results
total charge	+3
largest force on an atom	0.291	Eh/bohr
energy	-39819.192	eV
gap between HOMO and LUMO	6.83	eV
LUMO level	-15.838	eV
relative energy (zero: lowest compared OMol25 entry of this formula, charge and spin)	749.2	kJ/mol
E_HOMO	-22.67	eV

Positions of all 24 atoms, in Å:
Sc  0.2544  0.7098  -1.0703
C  0.2528  1.6262  0.5591
O  0.2521  2.1927  1.5656
C  0.2507  2.4177  -1.9084
O  0.2484  3.4672  -2.3854
C  -1.6503  0.6946  -1.0897
O  -2.8034  0.6966  -1.0814
C  2.1591  0.7026  -1.0899
O  3.3121  0.7094  -1.0816
C  0.2578  -0.9786  -2.6631
H  1.1790  -1.5354  -2.5319
H  -0.6612  -1.5392  -2.5322
C  0.2554  0.2263  -3.3405
H  -0.6655  0.6266  -3.7498
H  1.1746  0.6306  -3.7495
C  -0.0294  -0.8641  3.7604
C  -0.8540  -1.6725  2.7555
C  -0.5742  -1.1644  1.4102
N  -0.3863  -0.6794  0.3759
H  1.0576  -0.9739  3.5497
H  -0.2260  -1.2177  4.7935
H  -0.2911  0.2163  3.7036
H  -0.5790  -2.7442  2.8195
H  -1.9338  -1.5466  2.9800

=====

5.
Here is one molecule with the formula C9H9O2P in a non-equilibrium geometry from the OMol25 dataset. Energies are from ωB97M-V with the def2-TZVPD basis set.

Results
total charge	0
largest force on an atom	0.098	Eh/bohr
SMILES string	C#Cc1ccccc1[P@@H](=O)OC
energy	-22859.527	eV
gap between HOMO and LUMO	9.64	eV
LUMO level	0.250	eV
relative energy (zero: lowest compared OMol25 entry of this formula, charge and spin)	241.5	kJ/mol
E_HOMO	-9.39	eV

Positions of all 21 atoms, in Å:
C  0.7463  2.7610  0.8422
C  0.8011  1.5508  0.8335
C  1.2225  0.2543  0.3053
C  2.4586  -0.2410  0.4164
C  2.7386  -1.4349  -0.1817
C  1.7312  -1.9374  -1.0297
C  0.5849  -1.2829  -1.3919
C  0.2826  -0.1858  -0.5607
P  -1.3734  0.4286  -0.7799
O  -2.2088  -0.6955  -1.0169
O  -1.9866  1.0163  0.6493
C  -3.0456  0.2995  1.2566
H  0.8543  3.7827  1.1033
H  3.0986  0.3118  0.9733
H  3.7038  -1.9178  -0.0983
H  1.9846  -2.7706  -1.6860
H  -0.0866  -1.6524  -2.2043
H  -1.6474  1.4393  -1.9166
H  -3.9231  1.0330  1.5095
H  -2.7128  -0.0871  2.2543
H  -3.2230  -0.6720  0.7222

=====

6.
Here is CAgClO4S as an isolated structure in a non-equilibrium geometry from the OMol25 dataset. Energies are from ωB97M-V with the def2-TZVPD basis set.

Results
total charge	-1
largest force on an atom	0.033	Eh/bohr
2S+1	2
energy	-36576.293	eV
gap between HOMO and LUMO (alpha / beta)	5.92 / 9.68	eV
LUMO level (alpha / beta)	3.438 / 3.389	eV
E_HOMO (alpha / beta)	-2.48 / -6.29	eV

Positions of all 8 atoms, in Å:
Ag  0.1873  0.7338  -0.8162
O  -0.4144  -0.8312  2.6888
Cl  -0.4218  -1.1483  1.3081
O  -0.7945  -2.4996  1.1015
O  -1.3470  -0.2889  0.6262
O  0.8816  -0.9228  0.7588
S  1.1995  2.9706  -3.4098
C  0.7092  1.9862  -2.2575

=====

7.
Here is CBr2Cl2FOP as an isolated structure in a non-equilibrium geometry from the OMol25 dataset. Energies are from ωB97M-V with the def2-TZVPD basis set.

Results
total charge	0
largest force on an atom	0.062	Eh/bohr
energy	-180219.688	eV
gap between HOMO and LUMO (alpha / beta)	8.86 / 8.86	eV
LUMO level (alpha / beta)	-2.246 / -2.246	eV
relative energy (zero: lowest compared OMol25 entry of this formula, charge and spin)	228.5	kJ/mol
E_HOMO (alpha / beta)	-11.11 / -11.11	eV

Positions of all 8 atoms, in Å:
C  -1.0925  0.0362  -0.0289
O  0.7572  -0.1398  -1.9228
F  -0.3077  0.0973  1.9753
P  0.6736  0.0103  -0.4745
Cl  1.5647  1.5262  0.4317
Cl  1.4460  -1.5598  0.4050
Br  -2.0207  1.5823  -0.0549
Br  -1.9240  -1.5630  -0.0129

=====

8.
Here is one molecule with the formula CBr2ClFS in a non-equilibrium geometry from the OMol25 dataset. Energies are from ωB97M-V with the def2-TZVPD basis set.

Results
total charge	0
largest force on an atom	0.049	Eh/bohr
energy	-167194.576	eV
gap between HOMO and LUMO (alpha / beta)	7.86 / 7.86	eV
LUMO level (alpha / beta)	-1.323 / -1.322	eV
relative energy (zero: lowest compared OMol25 entry of this formula, charge and spin)	167.0	kJ/mol
E_HOMO (alpha / beta)	-9.18 / -9.18	eV

Positions of all 6 atoms, in Å:
C  -0.8116  -0.1335  0.5573
F  -1.8167  0.8479  0.6893
S  0.6766  0.5597  0.3202
Cl  1.7152  -1.1010  0.4572
Br  -1.4903  -1.5687  -0.4312
Br  1.7268  1.3955  -1.5928

=====

9.
Here is CBr2F3O5SV as an isolated structure in a non-equilibrium geometry from the OMol25 dataset. Energies are from ωB97M-V with the def2-TZVPD basis set.

Results
total charge	-2
largest force on an atom	0.038	Eh/bohr
energy	-196040.122	eV
gap between HOMO and LUMO	8.41	eV
LUMO level	5.313	eV
E_HOMO	-3.10	eV

Positions of all 13 atoms, in Å:
O  -0.2353  0.4353  2.4752
V  -1.2500  -0.7167  2.0581
O  -2.5985  -0.0923  1.4346
C  1.6569  0.3681  -1.5161
F  1.7396  -0.8742  -2.0346
F  2.2465  0.3479  -0.3161
F  2.3958  1.1672  -2.3006
S  -0.1552  0.8543  -1.4150
O  -0.6396  0.6317  -2.7778
O  -0.6711  -0.0931  -0.4439
O  -0.0600  2.2265  -0.9823
Br  -0.0932  -2.9596  1.3383
Br  -2.3359  -1.2950  4.4802

=====

10.
Here is CBr2O as an isolated structure in a non-equilibrium geometry from the OMol25 dataset. Energies are from ωB97M-V with the def2-TZVPD basis set.

Results
total charge	0
largest force on an atom	0.082	Eh/bohr
energy	-143168.962	eV
gap between HOMO and LUMO	10.45	eV
LUMO level	-0.322	eV
relative energy (zero: lowest compared OMol25 entry of this formula, charge and spin)	15.4	kJ/mol
E_HOMO	-10.77	eV

Positions of all 4 atoms, in Å:
C  -0.0638  -0.2551  -0.0521
O  -0.3274  -1.4379  0.0932
Br  -1.3086  1.1257  -0.0243
Br  1.6997  0.5673  -0.0168